No. 1
A molecular structure, C26H32Br2F3N3S5Sr. Source: the OMol25 dataset; level of theory: ωB97M-V with the def2-TZVPD basis set.

CARTESIAN COORDINATES (ANGSTROEM)
Sr 0.113 0.335 -0.101
C 2.303 -2.284 2.606
C 1.657 -1.247 3.513
S 0.023 -0.772 2.896
C -0.358 0.631 3.972
C 0.508 1.871 3.781
S 0.380 2.545 2.105
C 1.992 3.337 1.892
C 3.160 2.371 1.748
S 3.127 1.565 0.130
C 4.471 0.372 0.323
C 4.235 -0.721 1.357
S 2.740 -1.657 0.968
H 1.642 -3.137 2.449
H 3.198 -2.683 3.084
H 2.295 -0.366 3.589
H 1.534 -1.657 4.517
H -0.277 0.296 5.007
H -1.412 0.859 3.810
H 1.552 1.652 4.006
H 0.179 2.635 4.486
H 2.164 4.014 2.729
H 1.891 3.969 1.007
H 3.123 1.618 2.535
H 4.102 2.912 1.851
H 5.375 0.929 0.573
H 4.639 -0.057 -0.666
H 4.170 -0.294 2.359
H 5.093 -1.394 1.348
Br -0.620 6.801 -3.183
C -0.379 5.040 -2.621
C 0.888 4.480 -2.570
C 1.006 3.181 -2.113
N -0.027 2.419 -1.729
C -1.252 2.958 -1.843
C -1.470 4.266 -2.250
C -2.440 2.125 -1.483
C -3.622 2.284 -2.185
C -4.744 1.576 -1.766
Br -6.358 1.755 -2.687
C -4.647 0.742 -0.666
C -3.409 0.611 -0.062
N -2.314 1.262 -0.459
H 1.767 5.032 -2.868
H 1.987 2.730 -2.054
H -2.468 4.676 -2.268
H -3.677 2.938 -3.042
H -5.497 0.189 -0.293
H -3.298 -0.068 0.773
C -4.662 -3.435 0.678
S -3.327 -2.901 -0.402
C -4.166 -2.970 -1.990
H -5.514 -2.757 0.644
H -4.278 -3.460 1.697
H -4.992 -4.437 0.411
H -4.604 -3.955 -2.145
H -3.427 -2.801 -2.772
H -4.947 -2.214 -2.074
F -0.167 -7.019 -1.672
C 0.936 -6.301 -1.917
F 1.914 -6.765 -1.125
F 1.294 -6.500 -3.186
C 0.689 -4.836 -1.627
C 0.915 -3.865 -2.585
C 0.689 -2.542 -2.238
N 0.273 -2.163 -1.029
C 0.037 -3.121 -0.122
C 0.232 -4.463 -0.372
H 1.259 -4.121 -3.576
H 0.862 -1.757 -2.965
H -0.330 -2.797 0.846
H 0.021 -5.201 0.390

**Energy**: -8643.17506 Eh
**Charge**: +2
**F_max**: 0.012 Eh/bohr
**Orbital gap**: 7.80 eV
**Highest occupied orbital energy**: -13.123 eV
**ΔE to the lowest compared entry with this formula, charge and spin**: 64.44 kJ/mol

***

No. 2
A molecular structure, C23H52GdO3P4Se in a non-equilibrium geometry. Source: the OMol25 dataset; level of theory: ωB97M-V with the def2-TZVPD basis set.

CARTESIAN COORDINATES (ANGSTROEM)
Gd 0.138 -0.047 0.442
P -2.418 -0.109 -0.668
P 0.179 -2.575 -0.297
P -0.012 2.528 -0.352
H 1.588 -0.895 -2.204
C 1.711 0.037 -1.665
C 2.397 0.080 -0.443
H 2.740 -0.820 0.060
C -2.709 -0.145 -2.473
C -3.352 -1.559 -0.031
C -3.479 1.276 -0.087
C 1.909 -3.139 -0.265
C -0.652 -3.616 0.942
C -0.449 -3.029 -1.934
C 1.667 3.261 -0.360
C -0.909 3.541 0.886
C -0.694 2.959 -1.982
H 1.513 0.939 -2.235
H 2.683 1.017 0.031
H -3.810 -0.195 -2.606
H -2.215 -1.033 -2.909
H -2.292 0.772 -2.932
H -4.387 -1.401 -0.396
H -3.307 -1.550 1.077
H -2.929 -2.499 -0.431
H -4.497 1.009 -0.434
H -3.147 2.234 -0.529
H -3.438 1.317 1.021
H 1.810 -4.226 -0.442
H 2.351 -2.914 0.727
H 2.492 -2.642 -1.061
H -0.737 -4.587 0.409
H -1.642 -3.200 1.215
H 0.000 -3.662 1.839
H -0.138 -4.085 -2.023
H 0.029 -2.397 -2.706
H -1.545 -2.910 -1.975
H 1.481 4.330 -0.565
H 2.277 2.787 -1.150
H 2.162 3.118 0.621
H -0.852 4.567 0.467
H -0.390 3.460 1.866
H -1.953 3.182 0.987
H -0.497 4.043 -2.071
H -1.773 2.728 -2.022
H -0.159 2.382 -2.761
C 0.907 0.099 -6.489
C 2.010 -0.090 -5.632
C 3.307 -0.032 -6.130
C 3.535 0.213 -7.494
C 2.439 0.402 -8.356
C 1.142 0.345 -7.864
Se -0.904 0.042 -5.869
H -0.512 -0.238 -4.432
H 1.826 -0.283 -4.573
H 4.153 -0.179 -5.456
H 4.553 0.257 -7.882
H 2.606 0.593 -9.417
H 0.285 0.491 -8.528
C -3.406 0.405 4.880
C -2.518 0.957 3.798
O -2.395 -0.084 2.803
P -0.810 -0.728 2.696
O -0.708 -1.316 4.179
C 0.244 -1.415 5.279
C 0.263 -0.129 6.069
O 1.318 -0.801 2.519
C 2.141 0.189 3.119
C 1.549 1.591 3.000
H -4.320 0.001 4.425
H -3.656 1.232 5.547
H -2.898 -0.392 5.446
H -2.956 1.778 3.224
H -1.546 1.291 4.215
H -0.115 -2.232 5.882
H 1.224 -1.647 4.831
H -0.709 0.049 6.558
H 1.014 -0.247 6.859
H 0.531 0.759 5.474
H 2.328 -0.060 4.169
H 3.061 0.136 2.542
H 0.666 1.798 3.618
H 2.322 2.325 3.281
H 1.295 1.873 1.927

**Energy**: -5664.48804 Eh
**Charge**: +3
**F_max**: 0.112 Eh/bohr
**Orbital gap (alpha / beta)**: 6.57 / 5.00 eV
**Multiplicity**: 8
**Highest occupied orbital energy (alpha / beta)**: -13.941 / -16.445 eV

***

No. 3
A molecular structure, C36H35N5O2P2Se2Ti. Source: the OMol25 dataset; level of theory: ωB97M-V with the def2-TZVPD basis set.

CARTESIAN COORDINATES (ANGSTROEM)
Ti -2.090 2.770 -1.404
C -0.327 4.147 -0.478
C -1.565 4.781 -0.283
C -2.109 5.070 -1.557
C -1.187 4.635 -2.535
C -0.093 4.047 -1.873
H 0.335 3.806 0.306
H -2.008 5.010 0.674
H -3.048 5.569 -1.746
H -1.318 4.706 -3.604
H 0.774 3.598 -2.336
C -4.537 -1.929 -3.003
C -4.107 -0.714 -2.239
N -3.860 -0.680 -0.991
O -4.022 -1.918 -0.378
C -3.964 0.577 -2.965
C -4.613 0.758 -4.303
N -3.276 1.488 -2.412
O -3.082 2.690 -3.009
H -4.145 -2.831 -2.541
H -4.198 -1.876 -4.034
H -5.627 -2.009 -3.013
H -3.784 -1.729 0.539
H -4.049 0.227 -5.073
H -4.643 1.812 -4.566
H -5.625 0.353 -4.302
Se 4.028 1.468 -1.058
P 2.752 -0.163 -0.645
C 3.235 -1.108 0.819
C 2.326 -1.731 1.661
C 2.766 -2.462 2.756
C 4.124 -2.584 3.001
C 5.039 -1.977 2.149
C 4.602 -1.237 1.065
C 2.661 -1.413 -1.956
C 1.961 -2.595 -1.727
C 1.872 -3.551 -2.723
C 2.487 -3.331 -3.950
C 3.187 -2.157 -4.176
C 3.273 -1.194 -3.180
C 1.011 0.400 -0.525
C 0.058 0.859 0.397
N -0.966 1.305 -0.341
N -0.656 1.149 -1.616
N 0.530 0.634 -1.763
P -0.195 0.816 2.194
Se -1.564 2.178 3.004
C -0.763 -0.904 2.446
C -1.075 -1.334 3.735
C -1.541 -2.618 3.959
C -1.724 -3.489 2.894
C -1.447 -3.062 1.605
C -0.973 -1.776 1.379
C 1.462 1.024 2.883
C 2.446 1.682 2.159
C 3.717 1.851 2.690
C 4.005 1.375 3.957
C 3.012 0.751 4.704
C 1.747 0.583 4.176
H 1.258 -1.655 1.475
H 2.043 -2.926 3.413
H 4.472 -3.149 3.855
H 6.100 -2.069 2.340
H 5.315 -0.735 0.424
H 1.488 -2.776 -0.768
H 1.329 -4.469 -2.544
H 2.423 -4.079 -4.728
H 3.664 -1.985 -5.130
H 3.810 -0.269 -3.343
H -0.996 -0.650 4.568
H -1.777 -2.934 4.966
H -2.094 -4.490 3.067
H -1.599 -3.726 0.765
H -0.768 -1.462 0.364
H 2.250 2.076 1.171
H 4.473 2.339 2.091
H 4.997 1.496 4.369
H 3.228 0.398 5.703
H 0.981 0.120 4.780
C -3.731 2.813 -0.074
H -4.576 3.233 -0.631
H -3.582 3.382 0.842
H -3.938 1.770 0.176

**Energy**: -8152.12473 Eh
**Charge**: 0
**F_max**: 0.015 Eh/bohr
**Orbital gap**: 8.11 eV
**Highest occupied orbital energy**: -7.944 eV
**ΔE to the lowest compared entry with this formula, charge and spin**: 0.00 kJ/mol